No. 1
ORCA calculation (ωB97M-V with the def2-TZVPD basis set) on a cluster of 12 separate species, C38H99NO16 in total.

Computed properties:
Structure (SMILES): CC1(C)CCCC(C)(C)N1O.CC(C)O.CC(C)O.CC(C)O.CC(C)O.CC(C)O.CC(C)O.CC(C)O.OCCO.OCCO.OCCO.OCCO
Total charge: 0
Gap between HOMO and LUMO, eV: 9.69
Energy, a.u.: -2765.68387

Last column: Löwdin charge in e.
Cartesian coordinates (Å):
O 1.818 -3.145 -2.519  -0.094
O 4.688 -3.584 2.081  -0.064
O 4.058 0.011 -2.453  -0.043
O -3.209 -3.723 -0.865  -0.088
O 1.458 -0.695 -3.576  -0.065
O -0.841 2.844 3.687  -0.057
O -1.518 3.095 -2.299  -0.089
O 2.771 -2.655 0.001  -0.120
O -2.475 0.128 3.604  -0.069
O -4.816 3.840 1.185  -0.057
O 1.484 -3.696 2.267  -0.108
O -3.930 2.343 -4.231  -0.062
O 0.302 -1.646 5.851  -0.052
O 2.040 -0.481 2.794  -0.082
O -1.759 -1.499 1.598  -0.101
O -1.418 -4.247 1.923  -0.075
N 3.806 1.413 -2.491  -0.085
C -0.404 -1.487 -0.427  -0.025
C -4.148 -2.565 -0.756  -0.413
C 3.052 3.369 -1.266  -0.146
C 1.349 -1.529 4.903  -0.212
C 2.278 1.113 -0.674  -0.022
C 1.227 3.084 2.331  -0.047
C -5.177 -2.753 0.365  -0.052
C 1.184 -4.289 -3.208  -0.447
C -1.948 0.430 0.108  -0.024
C -0.234 3.448 2.543  -0.482
C -3.958 -1.486 4.517  -0.037
C 6.216 2.279 -2.880  -0.040
C -3.786 3.461 -3.371  -0.241
C -2.774 -0.624 4.803  -0.473
C -3.004 0.360 5.906  -0.057
C -1.004 -0.629 0.660  -0.383
C 4.754 2.168 -3.316  -0.484
C -4.581 3.389 3.596  -0.054
C 0.941 -0.657 3.680  -0.231
C 4.699 1.512 -4.703  -0.023
C 0.791 1.370 -4.662  -0.047
C -0.634 -4.789 2.930  -0.273
C -2.964 3.196 -2.117  -0.211
C 0.363 0.214 -3.819  -0.506
C -4.819 -2.415 -2.182  -0.033
C 4.234 3.678 -3.455  -0.092
C 0.790 -4.953 2.458  -0.204
C -0.684 -0.570 -4.502  -0.048
C 4.195 -2.718 -0.151  -0.238
C 3.516 1.886 -1.144  -0.470
C 4.685 1.804 -0.111  0.010
C 4.813 -2.471 1.178  -0.261
C -4.361 2.911 2.195  -0.462
C -0.191 -4.539 -2.718  -0.055
C -5.193 1.609 1.969  -0.037
C 3.943 4.246 -2.056  -0.195
C -0.442 4.960 2.474  -0.057
C 1.307 -4.167 -4.742  -0.043
H 0.243 -0.949 -1.087  0.045
H 1.235 0.932 -5.569  0.098
H 2.319 -0.001 -0.691  0.083
H 4.685 -2.118 -0.930  0.108
H 2.399 -2.840 -0.933  0.074
H 1.505 1.883 -4.003  0.066
H -2.088 0.990 6.080  0.099
H -3.793 1.083 5.692  0.062
H 4.906 4.253 -1.570  0.088
H 1.411 -5.538 3.137  0.119
H 4.956 0.436 -4.699  0.096
H 2.248 -3.807 -5.163  0.079
H 0.000 0.611 -2.840  0.116
H 2.247 -1.122 5.295  0.111
H 5.890 -2.265 1.110  0.120
H -3.272 2.793 2.044  0.117
H 1.528 -2.496 4.448  0.098
H 4.431 2.283 0.817  0.086
H 5.406 2.037 -5.330  0.083
H -0.653 -4.172 3.833  0.119
H 4.946 -0.128 -2.098  0.091
H 6.588 1.366 -2.405  0.087
H -4.105 -2.472 -2.988  0.057
H 0.081 -1.090 3.204  0.087
H -2.024 -0.928 2.356  0.038
H -1.511 5.179 2.432  0.068
H 4.386 -1.542 1.646  0.121
H -6.231 1.931 1.900  0.080
H -5.650 3.656 3.761  0.100
H 1.492 -2.349 -2.966  0.038
H -0.642 3.325 4.503  0.104
H -0.873 -1.502 -4.054  0.045
H -5.842 -3.625 0.249  0.083
H 6.340 3.096 -2.184  0.060
H -1.404 -3.268 2.029  0.054
H 0.071 5.473 1.628  0.095
H -4.388 2.573 4.287  0.056
H 3.064 3.802 -0.264  0.113
H -0.345 -0.786 -5.518  0.092
H 1.359 -3.478 1.329  0.051
H -0.188 -0.210 1.252  0.121
H 3.337 3.655 -4.059  0.103
H 3.723 -3.625 2.114  0.044
H 1.447 2.067 2.668  0.061
H 1.806 -5.105 -2.877  0.127
H -0.745 3.081 1.635  0.129
H -5.447 -3.296 -2.336  0.077
H 0.103 -2.359 -0.055  0.061
H 3.712 1.558 -5.048  0.046
H 0.749 -5.439 1.456  0.133
H -1.429 1.152 -0.502  0.063
H 5.016 0.778 0.052  0.077
H 4.991 4.190 -4.051  0.119
H 0.756 0.384 4.012  0.116
H -3.725 -2.293 3.779  0.088
H -2.263 0.980 0.978  0.059
H -3.557 -1.718 -0.502  0.069
H 4.396 -3.799 -0.331  0.136
H -4.774 -0.811 4.164  0.087
H 6.892 2.574 -3.675  0.087
H -3.908 4.238 3.646  0.076
H -1.437 2.212 -2.643  0.023
H -2.763 0.043 -0.435  0.056
H -0.793 -3.739 -3.132  0.070
H -0.064 2.038 -4.898  0.093
H -2.700 -3.780 -0.035  0.053
H -5.748 3.919 1.114  0.059
H 0.986 -5.164 -5.142  0.092
H -0.965 -5.835 3.211  0.136
H 2.209 -1.402 2.497  0.065
H 0.660 -2.050 6.619  0.069
H -0.058 5.463 3.404  0.093
H -4.835 3.675 -3.066  0.128
H -3.386 4.367 -3.889  0.131
H -4.729 -2.745 1.354  0.057
H 2.281 -0.317 -3.210  0.071
H -0.247 -4.626 -1.646  0.074
H -1.994 0.933 3.795  0.061
H 1.432 3.118 1.251  0.058
H -3.280 -0.082 6.887  0.097
H 2.208 1.357 0.411  0.069
H 1.954 3.772 2.786  0.088
H -0.486 -5.544 -3.138  0.110
H -5.368 -1.497 -2.274  0.063
H -1.679 -0.058 -4.653  0.104
H -3.164 2.282 -4.795  0.065
H -4.382 -2.026 5.353  0.080
H -5.833 -1.841 0.301  0.088
H 2.043 3.444 -1.708  0.128
H 0.571 -3.443 -5.156  0.072
H 3.706 5.325 -1.994  0.127
H -5.116 0.867 2.743  0.045
H -3.268 2.271 -1.611  0.107
H -3.012 3.999 -1.394  0.113
H 5.605 2.165 -0.534  0.048
H -1.917 -1.194 5.171  0.117
H 1.331 1.467 -1.128  0.082
H -4.902 1.092 1.052  0.069
H -1.158 -1.846 -1.188  0.101

---

No. 2
ORCA calculation (ωB97M-V with the def2-TZVPD basis set) on a cluster of 11 separate species, C39H104N4O12 in total.

Computed properties:
Structure (SMILES): COC[C@H](C)N.COC[C@H](C)N.COC[C@H](C)N.COCCNCCOC.CC(C)O.CC(C)O.CC(C)O.CC(C)O.CC(C)O.CC(C)O.CC(C)O
Total charge: 0
Gap between HOMO and LUMO, eV: 8.49
Energy, a.u.: -2669.93238
Energy above the lowest of the compared OMol25 structures with the same formula, charge and spin, kJ/mol: 469.1

Last column: Löwdin charge in e.
Cartesian coordinates (Å):
O 7.585 4.166 2.789  -0.171
O -1.418 5.746 3.142  -0.188
O -5.160 -1.255 0.869  -0.030
O -0.262 -1.287 -0.621  -0.044
O -5.428 4.836 -7.458  -0.050
O 1.920 -3.190 -4.633  -0.066
O -1.572 -0.537 6.485  -0.195
O 2.918 1.799 -9.902  -0.046
O 7.053 4.949 -3.638  -0.035
O -6.530 7.149 3.322  -0.211
O 4.332 -9.671 3.644  -0.050
O -2.470 -9.313 0.341  -0.217
N 8.432 6.357 5.650  0.032
N -4.502 6.925 1.460  -0.089
N -3.595 -11.628 -0.861  0.022
N -4.474 -2.664 5.595  0.041
C -1.069 0.698 5.989  -0.095
C -4.160 -11.152 0.400  -0.418
C 3.091 -3.984 -4.762  -0.479
C -6.335 0.014 -0.676  -0.063
C -3.097 -8.030 0.309  -0.106
C -4.578 -12.443 1.066  -0.093
C 0.946 0.890 -9.040  -0.061
C -7.088 -0.142 1.674  -0.053
C 1.523 -0.113 0.565  -0.061
C 8.055 6.078 4.278  -0.440
C 5.555 -8.927 1.713  -0.062
C -2.148 6.622 2.312  -0.226
C -6.185 2.610 -8.068  -0.069
C 3.032 1.457 -7.661  -0.051
C 2.732 -5.312 -4.136  -0.075
C -0.176 1.128 -0.938  -0.049
C 4.808 -8.507 2.972  -0.491
C -3.160 -2.408 6.053  -0.492
C 7.325 2.790 2.714  -0.138
C -4.122 2.819 -6.727  -0.072
C -6.630 6.919 4.690  -0.118
C 2.081 1.810 -8.819  -0.546
C -3.620 6.105 2.304  -0.173
C 5.383 4.177 -2.220  -0.062
C 8.966 6.834 3.334  -0.059
C -5.855 -0.099 0.771  -0.551
C -2.857 -0.892 6.013  -0.200
C 6.531 5.102 -2.357  -0.569
C -6.584 6.073 2.413  -0.209
C 8.006 4.533 4.081  -0.219
C -3.045 -10.331 1.186  -0.159
C -0.038 6.098 3.183  -0.112
C -5.733 6.308 1.119  -0.211
C 6.451 6.563 -2.037  -0.050
C 4.284 -3.332 -3.988  -0.048
C 3.702 -7.419 2.768  -0.044
C -2.163 -3.205 5.295  -0.077
C 0.114 -0.083 -0.029  -0.514
C -5.466 3.447 -7.046  -0.494
H 0.265 1.195 -1.933  0.075
H -6.216 5.182 2.922  0.111
H 3.804 2.224 -7.617  0.077
H -7.603 0.807 1.523  0.073
H -5.112 -13.081 0.362  0.075
H -5.460 0.078 -1.323  0.072
H -1.519 1.545 6.509  0.085
H -4.622 7.885 1.750  0.115
H 4.926 -9.461 1.001  0.081
H -3.726 -13.063 1.343  0.076
H -2.889 -12.324 -0.666  0.071
H 7.958 5.817 6.359  0.069
H -6.291 6.942 0.431  0.111
H -5.861 1.570 -8.025  0.078
H -4.062 6.156 3.299  0.098
H 8.946 6.538 2.285  0.078
H -6.893 -0.865 -0.997  0.086
H -4.005 -8.081 -0.292  0.082
H 5.630 3.156 -2.511  0.080
H -2.060 7.631 2.715  0.119
H -7.630 5.977 2.123  0.115
H 2.437 1.543 -6.752  0.073
H -3.428 -7.583 1.246  0.078
H -5.822 3.001 -9.018  0.079
H -7.478 6.304 4.991  0.086
H 7.165 2.440 1.694  0.080
H -1.248 1.138 -1.134  0.070
H -0.005 0.738 6.222  0.084
H 4.453 -2.304 -4.308  0.067
H 7.659 4.205 -3.607  0.094
H -5.278 -12.465 1.901  0.072
H 1.363 -3.542 -5.332  0.082
H -4.498 -1.220 0.174  0.092
H 0.139 2.050 -0.450  0.072
H -2.198 -10.987 1.390  0.119
H -6.092 3.430 -6.153  0.133
H 5.765 7.089 -2.702  0.082
H 3.534 -6.049 -4.103  0.077
H -3.583 5.073 1.955  0.126
H 8.806 7.901 3.489  0.080
H 0.387 6.050 2.181  0.084
H 8.974 4.057 4.237  0.122
H 2.539 -5.211 -3.068  0.082
H -3.051 -2.721 7.091  0.141
H 2.858 -7.515 3.452  0.073
H 3.610 2.452 -9.773  0.092
H 8.202 2.181 2.934  0.085
H 7.350 4.105 4.839  0.117
H -1.180 0.710 4.905  0.083
H 0.247 7.027 3.677  0.086
H -5.204 0.730 1.051  0.134
H 4.110 -3.260 -2.914  0.074
H -6.839 -0.271 2.727  0.079
H -5.556 5.406 0.533  0.114
H -0.515 -0.059 0.862  0.130
H 6.280 -9.649 2.088  0.075
H 6.071 6.618 -1.017  0.083
H 10.003 6.628 3.600  0.074
H -2.919 -0.644 4.953  0.112
H 7.253 4.758 -1.616  0.128
H 5.536 -8.038 3.633  0.121
H -3.524 3.503 -6.125  0.075
H 6.098 -8.130 1.206  0.079
H -2.140 -2.953 4.235  0.088
H 7.419 7.057 -2.122  0.084
H 3.274 -4.004 -5.836  0.132
H -5.693 6.432 4.959  0.079
H -3.435 -9.926 2.120  0.116
H 0.334 -1.575 -1.317  0.092
H -4.466 -3.670 5.507  0.069
H -4.864 4.873 -8.234  0.078
H -5.017 -10.517 0.178  0.132
H -6.710 7.853 5.246  0.089
H -3.617 -0.292 6.511  0.126
H 9.392 6.052 5.727  0.066
H -3.182 -10.807 -1.280  0.063
H 3.392 0.429 -7.695  0.085
H 4.707 -9.542 4.519  0.085
H 7.028 6.394 4.095  0.135
H -4.179 1.938 -6.088  0.081
H -1.880 6.668 1.256  0.118
H 0.454 0.512 -8.144  0.080
H 4.142 -6.428 2.884  0.068
H 2.247 -0.115 -0.250  0.073
H -4.503 -2.479 4.602  0.071
H -6.975 0.874 -0.870  0.078
H 3.344 -7.480 1.741  0.066
H 0.161 1.182 -9.737  0.079
H -2.327 -4.279 5.387  0.079
H 4.618 4.520 -2.917  0.085
H -7.892 -0.790 1.325  0.081
H 1.679 0.824 1.100  0.076
H -3.500 2.607 -7.596  0.079
H 5.252 -3.803 -4.156  0.074
H 1.757 -1.017 1.128  0.079
H 1.878 -5.767 -4.639  0.077
H 4.944 4.092 -1.226  0.080
H 6.452 2.390 3.230  0.088
H 0.429 5.274 3.722  0.083
H -2.323 -7.340 -0.027  0.087
H -7.273 2.677 -8.040  0.081
H -1.209 -3.047 5.798  0.081
H 1.220 -0.054 -9.512  0.083
H 1.757 2.841 -8.679  0.135

---

Number 1 is which compound? C38H99NO16

---

Among the records above, which one has the highest gap between HOMO and LUMO? C38H99NO16